Entry 1:
Density functional theory data (ωB97M-V/def2-TZVPD) for C41H61BiN4O4S2Se as an isolated structure.

The geometry in ORCA input format:
```
! RIJCOSX wB97M-V def2-TZVPD def2/J DEFGRID3
* xyz -2 1
Bi -1.45081 0.81773 -1.43110
C -0.51157 -1.21957 6.30281
C -0.67087 -2.46809 5.39041
C 0.56180 -3.37215 5.56977
C -1.89188 -3.25439 5.83610
C -0.80406 -2.02816 3.93032
C -0.52682 -0.75595 3.48466
C -0.70839 -0.40943 2.16523
Se -0.15138 1.36751 1.55718
C 1.62418 0.94817 1.02203
C 2.57601 0.54392 1.93278
C 3.84229 0.08236 1.61208
C 4.08883 0.06503 0.25505
C 3.19689 0.46030 -0.74135
C 1.88452 0.94290 -0.35005
O 1.00178 1.28490 -1.22091
C 3.50979 0.33328 -2.26955
C 4.97929 -0.11034 -2.42448
C 3.37370 1.74226 -2.88214
C 2.57253 -0.70690 -2.89777
C 4.84784 -0.45263 2.64732
C 4.61839 -1.94317 2.85425
C 6.27667 -0.18295 2.17319
C 4.68148 0.37396 3.96435
C -1.17407 -1.34516 1.18321
O -1.20601 -1.08373 -0.09652
C -1.40589 -2.69647 1.64651
C -1.23120 -2.98198 2.98752
C -1.78329 -3.75718 0.59197
C -3.13373 -3.35048 -0.05254
C -1.96505 -5.12478 1.25931
C -0.64623 -3.86849 -0.46625
H -0.52831 -1.48594 7.37876
H 0.52334 -0.77565 6.15207
H -1.27143 -0.47522 6.00908
H 0.73703 -3.58582 6.64884
H 0.46498 -4.26843 5.01942
H 1.38865 -2.83590 5.15240
H -1.71892 -3.40888 6.90537
H -2.81884 -2.71236 5.68421
H -2.02954 -4.21560 5.33101
H -0.06225 0.02195 4.06678
H 2.30845 0.58886 2.98242
H 5.01876 -0.36700 -0.08090
H 5.70190 0.58102 -1.95134
H 5.21326 -1.11389 -2.09601
H 5.23443 -0.09583 -3.47471
H 4.04079 2.46551 -2.38227
H 3.64163 1.57906 -3.91380
H 2.31934 2.04667 -2.90223
H 2.73881 -1.70757 -2.45709
H 1.56994 -0.44399 -2.69233
H 2.73265 -0.76432 -3.98988
H 4.58314 -2.42361 1.83162
H 5.48371 -2.35498 3.37401
H 3.65240 -2.13975 3.37210
H 6.48881 -0.70259 1.23791
H 6.53714 0.88802 2.04721
H 6.94146 -0.59675 2.92927
H 3.73741 0.26306 4.51871
H 5.54303 0.18289 4.65795
H 4.77280 1.43442 3.77283
H -1.43011 -4.01576 3.37243
H -4.01896 -3.66013 0.59508
H -3.08468 -2.27256 -0.37377
H -3.21957 -3.98888 -0.93138
H -2.80610 -5.14621 1.94941
H -2.14931 -5.89892 0.48125
H -1.01450 -5.34046 1.73098
H -0.71288 -2.99624 -1.10064
H 0.31218 -3.90226 0.05412
H -0.77843 -4.67039 -1.19250
C 0.59727 1.37822 -5.96861
C -0.06889 0.93926 -4.71766
N -0.32565 1.75319 -3.78770
O -0.19443 3.08958 -4.10780
C -0.36473 -0.47749 -4.42749
C -0.12982 -1.64525 -5.35103
N -0.91693 -0.81923 -3.29358
O -1.31083 -2.07295 -3.16467
H 0.82657 2.41294 -5.86603
H -0.04401 1.20517 -6.83962
H 1.48618 0.75312 -6.19356
H -0.29697 3.49745 -3.19393
H 0.34443 -1.32264 -6.26643
H -1.01906 -2.26370 -5.48376
H 0.51676 -2.38893 -4.90832
S -3.91859 0.60711 -0.23737
C -5.19295 1.26350 -1.30865
C -6.52429 1.22340 -0.88845
C -7.54333 1.67100 -1.64599
C -7.29553 2.32824 -2.82747
C -5.95235 2.46340 -3.26835
C -4.87855 1.92927 -2.50810
S -3.27781 2.08660 -3.12701
H -6.71494 0.84263 0.12452
H -8.60494 1.60329 -1.33957
H -8.11038 2.69825 -3.45619
H -5.74793 3.05137 -4.16564
N -2.78871 3.82504 -0.22551
C -2.58970 5.27144 -0.16069
C -1.87982 5.86757 -1.37875
C -0.33518 5.53214 -1.36601
N -0.17364 4.10296 -1.61865
H -3.24888 3.42760 -1.03449
H -3.35269 3.45917 0.56182
H -1.87310 5.50434 0.72895
H -3.55224 5.76915 -0.02504
H -1.95091 6.93773 -1.30770
H -2.30338 5.61360 -2.34913
H 0.12351 5.85830 -0.39222
H 0.17007 6.16313 -2.13117
H -0.76800 3.60282 -0.94259
H 0.76744 3.72232 -1.39012
*
```

Computed properties:
energy relative to the best compared isomer or geometry (same formula, charge and spin)	22.8	kcal per mole
HOMO energy	-0.070	Ha
largest force on an atom	2.581	eV/Å
total energy	-150514.0023	eV

---

Entry 2:
Density functional theory data (ωB97M-V/def2-TZVPD) for an isolated ion of composition C2H4N2O2 and charge -2.

The geometry in ORCA input format:
```
! RIJCOSX wB97M-V def2-TZVPD def2/J DEFGRID3
* xyz -2 1
O 2.47700 -0.01417 -0.26036
C 1.27815 -0.46269 0.13160
C 0.10144 0.47648 -0.10076
N -1.11413 -0.08356 0.29180
N -2.18329 0.21390 -0.36561
O -3.40342 -0.19184 0.02999
H 1.32331 -0.83849 1.22866
H 1.05333 -1.52843 -0.42209
H 0.34697 1.37154 0.57697
H 0.12062 1.05725 -1.11021
*
```

Computed properties:
energy relative to the best compared isomer or geometry (same formula, charge and spin)	2.8	kcal per mole
SMILES	[O-]CC/N=N/[O-]
HOMO energy	0.043	Ha
largest force on an atom	4.661	eV/Å
total energy	-9208.3091	eV

---

Entry 3:
Density functional theory data (ωB97M-V/def2-TZVPD) for a 4-piece molecular cluster, C19H26FN4S overall.

The geometry in ORCA input format:
```
! RIJCOSX wB97M-V def2-TZVPD def2/J DEFGRID3
* xyz 1 1
N -3.38653 2.94838 2.58462
C -2.48240 1.82300 2.68438
C -1.61803 1.63885 1.44367
C -0.80305 0.34860 1.61581
C 0.50482 0.63661 2.41278
S 0.47472 -0.19949 4.00905
F 0.85554 0.85398 5.06274
H -4.08906 2.87312 3.30969
H -2.90802 3.83614 2.67455
H -3.07818 0.91757 2.79015
H -1.81842 1.84679 3.57058
H -0.96640 2.49554 1.28055
H -2.22549 1.56556 0.54918
H -1.41514 -0.33043 2.20951
H -0.57426 -0.11852 0.66740
H 0.69591 1.69636 2.53869
H 1.31146 0.13093 1.88428
H -0.81055 -0.52747 4.31128
N -2.71695 -0.33418 -1.32013
C -3.62928 -1.10123 -0.72018
C -4.86079 -1.41384 -1.27061
C -5.17196 -0.89730 -2.51725
C -4.24212 -0.09617 -3.15812
C -3.03691 0.15127 -2.52115
H -3.34827 -1.48306 0.25681
H -5.55748 -2.04441 -0.73604
H -6.12442 -1.11603 -2.98206
H -4.44471 0.32744 -4.13174
H -2.27854 0.76897 -2.99073
N 1.45464 -1.54377 -1.80363
C 2.30382 -2.22276 -2.57465
C 1.92605 -2.90702 -3.71933
C 0.59006 -2.89029 -4.08471
C -0.30981 -2.19208 -3.29589
C 0.17105 -1.53781 -2.17314
H 3.33943 -2.21384 -2.25139
H 2.66035 -3.43931 -4.30779
H 0.25535 -3.41381 -4.97105
H -1.36206 -2.15439 -3.54468
H -0.49725 -0.97823 -1.53182
N 4.09301 -0.18815 1.26430
C 4.47598 0.11457 0.02309
C 5.43002 1.07394 -0.27888
C 6.02129 1.76580 0.76387
C 5.63703 1.47172 2.06172
C 4.67716 0.49266 2.25495
H 3.98568 -0.44842 -0.76368
H 5.70099 1.27211 -1.30638
H 6.76952 2.52310 0.56919
H 6.07195 1.98947 2.90549
H 4.35028 0.22954 3.25667
*
```

Computed properties:
HOMO energy	-0.427	Ha
largest force on an atom	2.122	eV/Å
total energy	-39628.7883	eV

---

Entry 4:
Density functional theory data (ωB97M-V/def2-TZVPD) for C37H22ClF5N8O9SeSm as an isolated structure.

The geometry in ORCA input format:
```
! RIJCOSX wB97M-V def2-TZVPD def2/J DEFGRID3
* xyz -1 6
Sm -0.36909 -0.75861 0.72025
Cl 6.59141 0.01699 2.97575
C 5.02751 -0.65321 2.63825
C 4.23141 -1.07871 3.70495
C 2.99061 -1.58681 3.44805
C 2.43861 -1.65581 2.12695
O 1.24171 -2.02131 1.95625
C 3.31491 -1.25861 1.04935
C 2.89581 -1.27101 -0.31655
N 1.71621 -1.60571 -0.71525
C 1.36691 -1.60171 -2.05945
C 2.16711 -1.23571 -3.13045
C 1.68991 -1.25391 -4.44615
C 0.40381 -1.62791 -4.72715
C -0.45749 -2.01031 -3.67935
C -1.79759 -2.39051 -3.89505
C -2.55959 -2.79341 -2.83315
C -1.98659 -2.77721 -1.55325
N -0.75979 -2.38551 -1.30785
C 0.02151 -2.01331 -2.34225
C 4.59561 -0.76921 1.34155
H 4.60511 -1.00381 4.71615
H 2.35381 -1.92231 4.25825
H 3.68161 -0.96511 -1.02335
H 3.18511 -0.91481 -2.96715
H 2.35151 -0.95591 -5.24845
H 0.02691 -1.62131 -5.73745
H -2.19779 -2.36291 -4.89745
H -3.58439 -3.10771 -2.95535
H -2.57389 -3.07491 -0.69075
H 5.23751 -0.44831 0.53195
N -2.29509 1.02039 1.83685
C -3.66659 1.24169 1.35915
C -4.11439 0.13509 0.39875
C -3.25219 0.22889 -0.89625
O -3.78429 0.62609 -1.92725
O -2.04629 -0.10961 -0.74505
H -2.27369 1.09049 2.85035
H -1.67719 1.74579 1.46455
H -3.74259 2.19659 0.82645
H -4.36069 1.27559 2.20825
H -5.16809 0.26659 0.14275
H -3.94949 -0.84201 0.86355
O -0.30569 2.41869 0.41635
C 0.04321 1.91679 -0.66325
O 0.53441 0.78389 -0.83755
C -0.07319 2.77159 -1.91725
C -0.30679 2.13829 -3.13195
C -0.39489 2.90399 -4.28865
C -0.23339 4.28179 -4.25695
C 0.01301 4.89159 -3.03525
C 0.08051 4.14739 -1.86035
N 0.21581 6.31709 -2.99915
O 0.01371 6.94209 -4.02165
O 0.58481 6.81079 -1.95265
N -0.62389 2.25809 -5.55875
O -0.74199 2.96959 -6.53605
O -0.66309 1.04839 -5.58255
H -0.42769 1.06529 -3.16275
H -0.28409 4.86999 -5.16225
H 0.25211 4.63399 -0.91115
F -2.79269 -1.04651 3.89075
C -2.59039 -2.27661 3.31445
C -1.74459 -2.35211 2.21035
C -1.46409 -3.67331 1.85485
F -0.54639 -3.87711 0.86925
C -2.01419 -4.80181 2.44675
F -1.67359 -6.04661 2.05195
C -2.93819 -4.63991 3.47285
F -3.51989 -5.71321 4.04405
C -3.21439 -3.35791 3.92875
F -4.07299 -3.18901 4.95795
Se -0.23269 -0.21611 4.90975
N 1.06221 0.89389 5.33255
C 1.63311 1.30929 4.20645
C 2.69791 2.21569 4.04875
C 3.12031 2.47469 2.77175
C 2.51591 1.82799 1.67465
N 1.52621 0.97989 1.77335
C 1.06211 0.75159 3.00975
N 0.02491 -0.05331 3.20485
H 3.15131 2.68479 4.90675
H 3.93151 3.16219 2.58575
H 2.87821 2.00759 0.67195
*
```

Computed properties:
HOMO energy (alpha / beta)	-0.195 / -0.195	Ha
largest force on an atom	1.958	eV/Å
total energy	-178435.3240	eV